(1)
The following is a quantum chemistry calculation of a cluster of 2 separate species, C3H9S2 in total, from the Open Molecules 2025 dataset.

XYZ file:
```
14
Properties=species:S:1:pos:R:3
C -1.639 1.101 0.473
S -3.159 -0.046 0.713
H -1.810 2.141 0.587
H -0.887 1.019 1.261
H -1.382 0.955 -0.620
C 1.791 0.207 -1.028
S 2.128 -1.052 0.310
C 0.236 -1.333 0.403
H 1.487 0.993 -0.416
H 0.913 -0.102 -1.692
H 2.553 0.481 -1.748
H -0.057 -0.542 1.156
H -0.323 -1.744 -0.495
H 0.149 -2.077 1.096
```

Summary:
Frontier orbital gap, Ha: 0.201
Total charge: -1

(2)
The following is a quantum chemistry calculation of a cluster of 2 separate species, C3H9S2 in total, from the Open Molecules 2025 dataset.

XYZ file:
```
14
Properties=species:S:1:pos:R:3
S -0.956 -1.148 2.019
H -0.940 -1.109 0.554
H -1.340 -2.425 2.121
C 1.825 1.124 0.468
C 1.190 1.451 -0.877
C -0.268 1.005 -0.996
S -0.537 -0.745 -1.368
H 1.441 1.777 1.250
H 2.917 1.167 0.425
H 1.544 0.099 0.716
H 1.232 2.532 -1.073
H 1.721 0.970 -1.706
H -0.757 1.565 -1.800
H -0.846 1.225 -0.086
```

Summary:
Frontier orbital gap, Ha: 0.241
Total charge: -1

Relative energy (zero: lowest compared OMol25 entry of this formula, charge and spin) list, top to bottom, in kcal per mole: 58.46 5.52
LUMO level list, top to bottom, in eV: 3.106 3.666
Highest occupied orbital energy list, top to bottom, in eV: -2.3743 -2.8930